(1)
{
  "formula": "C20H31Cl28O7S",
  "method": "ωB97M-V/def2-TZVPD",
  "molar_mass_g_mol": 1408.212,
  "e_lumo_ev": 1.53,
  "total_energy_ha": -14590.8829,
  "total_charge": -1,
  "multiplicity": 1,
  "elements": ["Cl", "Cl", "Cl", "Cl", "Cl", "Cl", "Cl", "Cl", "Cl", "Cl", "Cl", "Cl", "Cl", "Cl", "Cl", "Cl", "Cl", "Cl", "Cl", "Cl", "Cl", "Cl", "Cl", "Cl", "Cl", "Cl", "Cl", "Cl", "S", "O", "O", "O", "O", "O", "O", "O", "C", "C", "C", "C", "C", "C", "C", "C", "C", "C", "C", "C", "C", "C", "C", "C", "C", "C", "C", "C", "H", "H", "H", "H", "H", "H", "H", "H", "H", "H", "H", "H", "H", "H", "H", "H", "H", "H", "H", "H", "H", "H", "H", "H", "H", "H", "H", "H", "H", "H", "H"],
  "coordinates": [[-1.105, -9.088, -1.345], [0.297, -1.568, 1.812], [-5.878, -5.739, -1.778], [1.813, -6.255, 0.226], [-4.242, 8.785, -2.560], [1.297, 2.662, 1.024], [-4.638, 11.258, -1.059], [-2.893, 6.322, -6.269], [0.341, 2.291, -1.724], [1.482, -2.639, 4.257], [5.390, 1.922, 3.514], [4.164, 0.084, 1.070], [-7.055, -6.623, 0.747], [-3.942, 7.572, 1.977], [9.463, 2.176, 4.369], [-1.922, -1.130, -3.188], [6.565, 2.826, 0.998], [3.639, -4.210, -1.918], [-5.705, 6.838, -6.860], [-0.149, -10.843, -3.474], [6.110, -2.691, -2.202], [9.264, -0.642, 5.097], [-3.441, 4.841, 1.065], [2.798, -8.909, -0.501], [3.215, -0.284, -1.664], [2.775, 1.304, 5.673], [-2.816, -1.631, -5.928], [2.421, 4.033, 6.648], [-2.699, 1.863, 1.162], [-5.668, -1.806, 0.701], [-0.163, -0.900, -1.209], [-1.534, -2.630, -0.495], [-1.623, 2.805, 1.470], [-3.415, -3.629, 0.386], [-5.214, 0.332, 0.890], [-2.769, 0.861, 2.232], [-1.530, -9.945, -2.832], [-4.196, 7.515, -6.236], [-1.183, -1.298, -0.772], [-3.442, -1.236, 0.108], [4.831, -3.570, -3.053], [8.916, 0.572, 3.861], [-3.207, 6.006, 2.365], [-6.251, -5.292, -0.105], [6.239, 3.235, 2.688], [1.562, 1.841, -0.517], [-2.457, 1.053, -0.491], [-4.994, 9.528, -1.143], [-2.825, -2.670, 0.038], [-2.438, -0.474, -0.361], [-4.869, -0.859, 0.592], [1.546, -7.688, -0.773], [-1.598, -1.992, -4.695], [3.085, 2.432, 6.996], [1.124, -1.179, 3.321], [4.434, -0.744, -0.471], [-6.070, 9.392, -1.204], [-1.855, -9.221, -3.573], [1.562, -7.395, -1.819], [4.158, 2.520, 7.138], [-6.908, -4.427, -0.109], [4.335, -2.889, -3.738], [-5.327, -5.049, 0.410], [7.182, 3.418, 3.194], [-4.610, 9.046, -0.249], [-3.911, 8.364, -6.850], [-0.623, -1.692, -5.068], [5.415, -0.474, -0.848], [-2.335, -10.642, -2.618], [-3.941, 2.473, 1.108], [0.576, -8.116, -0.524], [-3.666, 5.619, 3.270], [5.275, -4.394, -3.605], [7.843, 0.603, 3.688], [5.622, 4.129, 2.721], [0.486, -0.529, 3.913], [-3.148, 1.451, -1.270], [-2.142, 6.148, 2.522], [-4.353, 7.836, -5.210], [2.541, 2.115, -0.893], [1.512, 0.772, -0.357], [9.429, 0.298, 2.943], [2.622, 2.048, 7.901], [4.381, -1.815, -0.311], [-1.412, 1.357, -0.819], [-1.606, -3.060, -4.496], [2.057, -0.673, 3.089]],
  "lowdin_charge": [0.607, 0.646, 0.473, 0.500, 0.521, 0.554, 0.494, 0.501, 0.594, 0.498, 0.488, 0.528, 0.472, 0.510, 0.508, 0.764, 0.499, 0.518, 0.496, 0.503, 0.555, 0.507, 0.612, 0.491, 0.610, 0.501, 0.500, 0.500, 0.649, -0.020, 0.011, 0.065, -0.522, 0.170, -0.075, -0.368, -0.988, -1.037, -0.624, 0.061, -0.992, -1.027, -0.976, -1.018, -0.999, -1.076, -0.186, -1.023, -0.360, -0.176, -0.623, -1.080, -0.964, -1.026, -1.022, -1.017, 0.030, 0.030, 0.026, 0.023, 0.029, 0.026, 0.004, -0.017, -0.036, 0.025, 0.029, -0.008, 0.027, 0.027, -0.112, 0.035, 0.025, -0.019, 0.032, 0.028, 0.124, 0.035, -0.031, -0.013, -0.069, 0.030, 0.025, -0.022, -0.007, 0.033, -0.018]
}

***

(2)
{
  "formula": "C24H49N2O12P2",
  "method": "ωB97M-V/def2-TZVPD",
  "molar_mass_g_mol": 619.606,
  "e_lumo_ev": -3.52,
  "relative_energy_kcal_mol": 163.11,
  "total_energy_ha": -2638.5103,
  "total_charge": 1,
  "multiplicity": 1,
  "elements": ["P", "P", "O", "O", "O", "O", "O", "O", "O", "O", "O", "O", "O", "O", "N", "N", "C", "C", "C", "C", "C", "C", "C", "C", "C", "C", "C", "C", "C", "C", "C", "C", "C", "C", "C", "C", "C", "C", "C", "C", "H", "H", "H", "H", "H", "H", "H", "H", "H", "H", "H", "H", "H", "H", "H", "H", "H", "H", "H", "H", "H", "H", "H", "H", "H", "H", "H", "H", "H", "H", "H", "H", "H", "H", "H", "H", "H", "H", "H", "H", "H", "H", "H", "H", "H", "H", "H", "H", "H"],
  "coordinates": [[5.037, 1.479, 3.673], [-5.064, -5.468, -1.177], [6.672, 1.662, 3.451], [4.680, 2.124, 2.326], [3.482, 1.407, -2.176], [5.381, 0.678, 5.146], [-4.022, -0.183, -1.803], [2.978, -0.853, -2.087], [-4.443, 1.558, -3.235], [-4.690, -5.026, 0.245], [-4.029, -6.759, -1.229], [-4.105, -4.322, -1.904], [4.742, 2.843, 4.566], [-5.618, -5.912, -2.735], [-1.571, 4.385, -3.760], [-2.441, 3.982, -1.651], [-4.103, -2.989, -1.398], [2.431, 2.023, -2.991], [-3.682, -6.602, -4.106], [1.124, 4.383, -3.087], [2.382, 0.275, 0.006], [-2.813, 4.219, -3.006], [-2.787, -2.722, -0.690], [-4.354, -7.909, -0.456], [-5.473, -8.703, -1.101], [7.652, 2.616, 1.474], [-1.004, 3.981, -1.430], [-4.971, 1.763, -0.621], [-4.784, 3.356, -0.656], [-4.441, 1.005, -1.926], [-3.237, 3.714, -0.413], [6.672, 2.202, 6.603], [6.563, 0.852, 5.923], [-4.903, -5.717, -3.950], [2.700, 2.349, 5.776], [7.248, 1.338, 2.187], [2.026, 3.389, -2.201], [-0.447, 4.256, -2.840], [3.390, 3.237, 4.758], [2.981, 0.260, -1.483], [2.775, 2.260, -4.055], [2.164, 1.316, 0.418], [6.879, 2.996, 5.883], [-2.785, -1.731, -0.230], [-3.921, -7.643, -3.880], [-5.152, 3.860, -1.610], [-3.076, 4.618, 0.290], [1.692, 2.715, 5.986], [-3.301, -6.545, -5.129], [1.546, 3.055, -1.221], [5.745, 2.455, 7.122], [-1.956, -2.780, -1.400], [-2.751, 2.807, 0.118], [2.993, 3.953, -1.912], [2.626, 1.321, 5.408], [-5.360, 3.766, 0.259], [3.266, 2.316, 6.710], [8.432, 3.134, 2.038], [-5.606, -5.972, -4.749], [6.562, 0.744, 1.577], [2.853, 3.230, 3.805], [1.491, 1.354, -3.060], [-3.886, 4.234, -3.372], [-5.229, -8.947, -2.138], [-3.452, -8.525, -0.401], [3.404, 4.269, 5.121], [8.133, 0.723, 2.370], [-4.618, -7.619, 0.564], [6.813, 3.311, 1.389], [8.031, 2.400, 0.471], [7.459, 0.622, 5.340], [-4.657, -4.663, -4.103], [1.389, 4.239, -4.201], [-4.390, 1.312, 0.269], [-0.426, 3.824, -0.467], [-5.653, -9.631, -0.553], [1.440, -0.382, 0.043], [-2.877, -6.292, -3.437], [3.173, -0.211, 0.679], [-4.954, -2.812, -0.735], [-6.402, -8.124, -1.117], [-6.083, 1.528, -0.521], [7.489, 2.195, 7.330], [1.409, 5.476, -2.841], [-2.590, -3.469, 0.084], [6.517, 0.086, 6.703], [-4.599, 0.791, -3.844], [-1.505, 4.574, -4.779], [-4.208, -2.310, -2.246]],
  "lowdin_charge": [0.746, 0.746, -0.259, -0.227, -0.080, -0.259, 0.038, 0.060, 0.028, -0.213, -0.242, -0.260, -0.243, -0.260, 0.119, -0.084, -0.311, -0.159, -0.074, -0.128, 0.002, 0.044, -0.079, -0.293, -0.080, -0.075, 0.066, -0.077, -0.148, -0.353, -0.132, -0.072, -0.281, -0.289, -0.081, -0.293, -0.152, -0.100, -0.299, -0.387, 0.136, 0.069, 0.073, 0.056, 0.073, 0.110, 0.152, 0.077, 0.082, 0.089, 0.072, 0.080, 0.144, 0.139, 0.071, 0.135, 0.076, 0.079, 0.119, 0.101, 0.099, 0.145, 0.155, 0.074, 0.122, 0.122, 0.119, 0.107, 0.070, 0.078, 0.113, 0.108, 0.126, 0.141, 0.147, 0.080, 0.099, 0.073, 0.093, 0.105, 0.071, 0.142, 0.085, 0.133, 0.076, 0.121, 0.140, 0.178, 0.087]
}